DFT (ωB97M-V with the def2-TZVPD basis set) results for a 7-piece molecular cluster, C46H93B2FN7O13P overall at a distorted geometry.

```
163
Properties=species:S:1:pos:R:3:forces:R:3
P 2.088 0.427 3.391 -0.0899 2.1345 -1.4561
F 7.299 1.918 1.688 0.2785 -0.1105 0.1274
O 8.977 -4.585 4.902 -0.6567 0.1821 -0.5935
O 6.076 -4.170 5.129 0.2706 0.4094 -0.7793
O -2.674 -5.024 -1.886 0.0175 -0.0067 -0.1370
O -14.387 -2.709 -5.142 0.0421 -0.0872 -0.1008
O 10.783 -2.806 1.463 -0.7733 -0.4404 0.7944
O 0.044 4.007 -5.049 0.0527 0.0907 0.0758
O 2.864 1.073 2.332 0.2671 -0.4859 -0.5850
O -0.742 4.086 -0.202 -0.1799 0.0537 0.0638
O -6.217 -0.781 -4.120 0.0405 0.1010 0.0741
O 2.170 1.381 4.691 -0.9376 -1.3296 0.2834
O 0.489 0.439 2.941 1.3462 -0.3476 1.4998
O -1.244 2.480 5.125 -0.0784 -0.0081 -0.2074
O 4.787 0.542 4.574 0.3146 -0.6480 -0.0383
N 0.209 5.562 -7.491 -0.1644 0.0333 0.1358
N -12.142 -3.175 -3.370 -0.1567 -0.1161 0.0237
N 10.049 0.344 0.911 0.2076 -0.4748 0.2292
N 0.226 1.355 -0.281 -0.1892 0.1289 0.1099
N -1.961 -2.255 -1.411 0.1308 -0.2250 0.0837
N -1.827 2.167 7.949 0.2200 0.0399 -0.0760
N -9.067 -0.251 -4.205 0.0608 -0.1639 0.1633
C 8.107 -2.631 3.512 0.9031 -1.0397 0.0561
C -13.682 -3.935 -5.169 -0.0091 -0.2153 0.0854
C -1.320 4.489 -1.429 0.3353 0.0679 -0.0742
C -2.422 2.578 4.339 0.0488 -0.2992 -0.0158
C -6.857 -0.062 -3.082 -0.0785 -0.0102 0.2438
C 7.275 -5.630 1.932 0.6667 -0.2221 -0.3417
C 1.701 -2.275 3.646 0.2071 -0.2429 0.1942
C 0.217 5.412 -5.009 -0.1060 0.1974 0.0554
C -5.490 0.014 -5.039 -0.0475 -0.2597 -0.1530
C 2.364 5.777 -6.376 0.1660 0.1709 0.0146
C 2.655 -1.274 3.699 -1.5018 1.3087 0.3882
C 8.639 -0.358 2.837 0.0639 -0.1573 0.1554
C -3.078 -2.328 -3.571 0.0133 0.1126 -0.1788
C -1.931 1.367 -1.412 -0.2215 -0.1937 -0.1037
C 7.391 2.409 4.071 -0.9851 0.4548 -0.8013
C 9.019 -1.684 3.014 0.2691 -0.0887 -0.5913
C -1.046 3.549 6.034 0.2871 0.1724 0.2107
C -3.369 3.849 7.098 -0.1030 0.1916 0.0924
C 9.691 0.590 2.311 0.2656 0.7712 0.0599
C -1.902 3.486 7.310 -0.2148 -0.2730 -0.2228
C -3.974 -5.163 -2.428 -0.0468 -0.0479 0.2832
C 1.216 3.250 -4.805 -0.1707 -0.1978 -0.0863
C -1.431 3.049 0.468 -0.0148 -0.1793 0.2399
C -8.159 0.649 -3.486 0.1264 -0.0551 -0.3433
C 8.675 -5.175 2.452 -0.6293 -0.4289 0.1079
C 11.686 -1.925 3.709 -0.5548 0.1271 0.5527
C -12.232 -3.863 -4.663 -0.0455 0.3393 -0.0402
C -14.072 -1.812 -6.191 -0.1182 0.1794 0.1860
C -7.950 1.910 -4.320 -0.0496 0.2200 0.0788
C 11.241 -1.319 5.071 0.8579 -0.1516 0.0722
C 2.111 -3.575 3.869 -0.9926 -0.6660 -0.2075
C 6.843 3.834 3.754 0.2252 -0.4482 -0.2537
C -1.745 -4.357 -2.721 0.2421 0.0435 -0.0356
C 4.359 -2.895 4.150 1.1179 0.2324 -0.0373
C 3.976 -1.576 3.970 1.2487 -0.0718 -0.2816
C -1.200 1.638 -0.101 0.1376 0.1916 -0.3631
C 6.903 1.467 2.954 -0.5037 -0.0254 0.6736
C 5.071 -0.545 4.096 -0.5027 0.7541 0.2520
C -11.262 -3.205 -5.639 0.2016 -0.0598 -0.1287
C 3.426 -3.902 4.101 -0.2721 -0.6514 0.2473
C 0.863 6.026 -6.262 0.0918 -0.3450 -0.0579
C 6.829 -2.255 3.867 -0.1254 0.5043 -0.1033
C 6.465 -0.913 3.678 -1.5725 -0.6163 0.4893
C -1.886 -2.826 -2.760 -0.3163 -0.0671 0.0978
C 7.332 0.020 3.169 0.5553 1.3878 -0.6680
C 5.821 -3.200 4.437 -0.7188 -0.4533 0.4472
B 10.508 -2.158 2.665 0.4654 0.4930 -0.0097
B 8.583 -4.138 3.656 0.2200 -0.3918 0.3799
H 6.788 -6.313 2.638 -0.0996 0.4345 0.0164
H -0.769 5.838 -7.469 0.0352 0.0836 -0.0808
H -14.926 -1.148 -6.329 -0.0526 -0.0887 0.0315
H 6.638 -4.779 1.670 -0.0339 -0.1984 0.1647
H 9.187 -6.090 2.798 0.0264 0.2749 -0.0666
H -2.945 -1.274 -3.820 0.0262 -0.0090 0.0665
H -1.486 4.221 8.005 0.1057 -0.0179 -0.0507
H 5.812 1.559 2.954 0.2375 -0.2004 -0.1416
H 1.345 -4.348 3.853 0.2594 0.0001 -0.0252
H -3.471 4.722 6.449 -0.0002 -0.0225 -0.0080
H -11.325 -2.118 -5.624 -0.0739 -0.0089 0.0408
H -1.424 1.803 -2.274 0.0433 0.1113 0.0850
H -1.047 3.061 1.493 0.0986 0.0628 -0.0433
H -8.852 2.523 -4.304 -0.0130 -0.0606 -0.0007
H -4.448 -6.018 -1.944 0.1014 -0.0347 0.0010
H -7.739 1.690 -5.366 0.0344 -0.0830 0.0295
H -0.984 -2.437 -3.241 0.0644 -0.0811 0.0622
H 2.863 5.918 -5.415 -0.0086 -0.0256 -0.0069
H -4.725 -0.618 -5.493 -0.0030 -0.0441 0.0949
H -0.949 3.869 -2.248 -0.2307 0.0033 -0.1198
H 8.480 2.385 4.156 -0.1994 -0.0133 0.2839
H 11.083 -3.693 1.709 0.5935 0.1868 -0.4719
H 6.021 3.749 3.032 0.1191 0.0651 0.1846
H 12.401 -1.214 3.263 -0.0912 -0.3638 -0.1703
H -0.761 -4.589 -2.304 -0.0489 -0.0317 0.0718
H -12.693 -3.685 -2.686 0.1071 -0.0368 0.0399
H 3.689 -4.942 4.269 0.2014 0.2242 0.0095
H -0.008 0.990 3.575 0.0321 -0.1403 -0.0399
H 11.948 -1.599 5.865 -0.1429 0.0260 -0.1886
H -13.884 -2.336 -7.133 0.0751 -0.0235 0.0189
H 2.618 0.914 5.411 0.1391 0.2970 0.0174
H 0.177 4.546 -7.455 0.0926 0.0137 -0.0671
H -13.732 -4.384 -6.170 0.0912 0.0901 -0.0577
H 0.621 2.127 -0.813 0.0292 -0.0824 -0.0587
H 12.247 -2.860 3.872 -0.1123 0.1542 -0.1500
H -6.153 0.636 -2.609 0.0089 0.0835 -0.1081
H -2.266 1.998 3.427 0.0735 0.0494 -0.0052
H -7.109 -0.810 -2.325 0.0176 -0.0592 -0.0660
H -9.304 -1.034 -3.599 -0.1578 0.0534 -0.0070
H -0.861 1.978 8.203 -0.0400 0.0290 0.1227
H -6.141 0.363 -5.842 0.0818 0.2017 0.0070
H -1.987 0.293 -1.591 0.0391 0.0075 0.0736
H -3.176 -2.880 -4.509 -0.0198 -0.0046 0.0168
H -3.944 3.031 6.666 0.0778 -0.0313 -0.0319
H -2.033 1.470 7.238 -0.1159 0.0028 0.0588
H -12.629 -2.286 -3.462 0.1192 0.0416 -0.0202
H -1.002 5.514 -1.630 0.0017 0.0100 0.1253
H 7.617 4.436 3.268 -0.2106 0.1104 0.2630
H -1.165 4.512 5.522 -0.1361 -0.0274 -0.0326
H -1.107 -2.482 -0.908 0.0500 0.1846 -0.0252
H 10.180 1.199 0.393 -0.1822 -0.0891 -0.0490
H -3.836 4.090 8.053 0.0407 -0.0468 0.0040
H -1.592 0.929 0.637 0.0323 0.0568 0.0767
H -1.765 -4.783 -3.733 -0.1257 0.0560 -0.0333
H -2.641 3.611 4.061 -0.0138 0.0132 0.0538
H -3.949 -5.344 -3.506 0.0085 0.0831 -0.0215
H -7.130 2.515 -3.924 0.0059 -0.0173 -0.0208
H 2.596 4.777 -6.740 -0.0834 -0.0277 0.0363
H -0.792 5.826 -4.919 -0.0295 -0.0889 -0.0236
H 11.314 -0.227 5.004 -0.4612 -0.1819 0.1370
H -13.216 -1.189 -5.926 0.0867 -0.0276 -0.1745
H -3.272 2.134 4.860 -0.1094 0.1525 -0.0326
H 0.910 2.270 -4.436 -0.0765 0.0588 0.0475
H 6.881 2.061 4.976 0.4922 -0.1576 -0.0427
H 10.593 0.476 2.938 -0.2269 -0.1351 -0.1191
H -2.504 3.281 0.532 -0.0293 -0.0151 -0.1381
H -8.654 0.955 -2.559 0.0437 -0.0910 0.0505
H -2.954 1.755 -1.384 0.0194 0.0318 -0.0139
H 6.432 4.323 4.641 0.3475 0.0685 -0.1038
H 8.796 -5.535 4.887 0.6102 -0.0171 0.3408
H -10.235 -3.462 -5.374 -0.0332 0.0010 0.0450
H -2.414 4.466 -1.394 -0.0062 -0.0972 -0.0190
H 0.680 1.414 0.623 0.2338 -0.1703 0.1097
H 7.440 -6.224 1.023 -0.2182 0.1923 0.0957
H 10.254 -1.645 5.412 0.0614 0.1822 -0.2088
H 0.003 3.483 6.334 0.0013 -0.0887 -0.0665
H -14.234 -4.601 -4.501 -0.0427 0.0756 0.0239
H 0.757 5.705 -4.098 0.1277 -0.0483 -0.0454
H 9.250 -4.809 1.595 -0.1877 0.1743 0.1755
H -4.997 0.859 -4.550 -0.0675 0.0432 0.0087
H -11.434 -3.546 -6.662 -0.0130 0.0095 0.0125
H 1.773 3.089 -5.731 0.1681 0.0499 0.0808
H -4.583 -4.284 -2.206 -0.0677 0.0150 -0.1962
H 9.403 -0.275 0.442 -0.0688 0.2185 -0.0554
H -11.895 -4.894 -4.520 -0.1068 -0.0274 0.0315
H 0.721 7.108 -6.193 -0.0949 -0.0187 0.0526
H 0.653 -2.064 3.460 0.1894 0.1345 -0.0372
H 2.806 6.479 -7.085 -0.0575 -0.0187 -0.0178
H -2.685 -2.759 -0.905 -0.0655 0.0793 -0.0521
H 1.856 3.720 -4.054 0.0317 0.0518 -0.0480
H -4.020 -2.404 -3.029 0.0239 -0.0477 0.0205
H 9.406 1.640 2.426 -0.1343 -0.3183 0.0790
H -8.536 -0.680 -4.959 -0.0526 0.0796 -0.0596
```
Positions in Å, forces in eV/Å.

Computed properties:
Net charge ... 0
SMILES string ... CCB(O)c1c(CN)c([C@H](F)CC)c2c(c1B(O)CC)C(=O)c1cccc(P(=O)(O)O)c1C2=O.COC[C@@H](C)N.COC[C@@H](C)N.COC[C@@H](C)N.COC[C@@H](C)N.COC[C@@H](C)N.COC[C@@H](C)N
Frontier orbital gap ... 7.67 eV
E_HOMO ... -8.61 eV
LUMO energy ... -0.94 eV